Entry 1:
{
  "formula": "C14H26INO3P2Ru",
  "method": "ωB97M-V/def2-TZVPD",
  "spin_multiplicity": 6,
  "gap_ha": [0.262, 0.174],
  "lumo_ev": [-9.490, -13.752],
  "total_charge": 3,
  "species": ["C", "C", "H", "H", "H", "O", "I", "Ru", "P", "C", "C", "H", "H", "H", "H", "H", "H", "C", "H", "H", "H", "P", "C", "C", "H", "H", "H", "C", "H", "H", "H", "H", "H", "H", "C", "O", "O", "N", "C", "C", "C", "C", "C", "H", "H", "H", "H", "H"],
  "positions_angstrom": [[0.02305, -0.10606, -7.69691], [0.02958, 0.61397, -6.36638], [0.02664, 0.64632, -8.49888], [-0.87711, -0.72514, -7.79877], [0.91524, -0.73624, -7.80137], [0.04079, 1.80944, -6.18041], [0.01717, -0.64768, -4.57928], [0.02357, -0.07178, 0.28367], [2.27473, -0.23562, -0.11145], [3.20273, 1.09078, 0.77281], [2.93215, -1.77644, 0.62322], [4.02235, -1.83761, 0.48272], [4.01310, -0.33762, -1.81233], [2.44465, -2.61677, 0.11084], [2.42222, -0.94628, -2.40826], [2.92874, 1.09761, 1.84019], [2.69055, -1.82349, 1.69431], [2.92366, -0.17809, -1.80461], [4.28935, 0.92945, 0.67793], [2.69266, 0.80563, -2.23429], [2.93406, 2.06151, 0.32724], [-2.23597, -0.19284, -0.11315], [-3.13245, 1.14866, 0.78268], [-2.88507, -0.12276, -1.80873], [-2.45060, -2.57238, 0.09685], [-4.01582, -1.76467, 0.46031], [-2.69510, -1.78483, 1.68160], [-2.92573, -1.72528, 0.60956], [-2.39662, -0.90070, -2.41153], [-3.97734, -0.26555, -1.81716], [-4.22318, 1.01672, 0.68721], [-2.84147, 2.11800, 0.34717], [-2.63774, 0.85620, -2.24106], [-2.85949, 1.13887, 1.85069], [0.03334, 1.62651, 0.96518], [0.04191, 2.70730, 1.42480], [0.01570, -1.15855, 1.80922], [-0.00970, -0.62192, 3.10835], [-1.21477, -0.40775, 3.69619], [-1.29892, 0.48224, 4.75987], [-0.12043, 0.99044, 5.30431], [1.11613, 0.54986, 4.80930], [1.15710, -0.24045, 3.67334], [-2.09254, -0.84695, 3.21708], [-2.28170, 0.79437, 5.10871], [-0.16586, 1.68812, 6.14832], [2.05444, 0.92144, 5.20427], [2.07199, -0.44999, 3.12663]],
  "forces_ev_per_angstrom": [[0.00, 0.27, -0.20], [0.03, 3.54, -2.13], [0.00, -0.10, 0.34], [0.13, 0.04, 0.29], [-0.12, 0.05, 0.29], [-0.04, -4.01, 0.69], [0.00, 0.19, 0.32], [-0.09, -2.65, -2.47], [2.73, 0.21, -0.16], [-0.11, -0.10, -0.28], [-0.19, -0.08, -0.21], [-0.35, 0.07, 0.03], [-0.36, 0.04, -0.02], [0.23, 0.05, 0.26], [0.29, 0.12, 0.16], [0.13, 0.08, -0.42], [0.11, -0.09, -0.43], [-0.03, 0.01, -0.18], [-0.40, 0.07, 0.03], [0.13, -0.20, 0.08], [0.17, -0.25, 0.23], [-2.66, 0.29, -0.16], [0.09, -0.10, -0.29], [0.03, 0.02, -0.16], [-0.23, 0.06, 0.25], [0.35, 0.05, 0.04], [-0.13, -0.10, -0.50], [0.16, -0.09, -0.23], [-0.28, 0.14, 0.17], [0.38, 0.04, -0.02], [0.41, 0.05, 0.03], [-0.18, -0.27, 0.22], [-0.14, -0.20, 0.09], [-0.10, 0.03, -0.40], [0.07, 8.45, 3.38], [-0.03, -3.99, -1.76], [-0.04, -1.51, 3.84], [-0.16, -0.28, -0.28], [-0.01, 0.62, -0.41], [0.22, -0.38, -0.27], [0.24, -0.23, 0.37], [-0.31, 0.25, -0.23], [-0.38, 0.51, -0.12], [0.52, 0.19, 0.18], [0.25, -0.26, 0.10], [0.08, -0.23, -0.42], [-0.11, -0.14, 0.14], [-0.31, -0.18, 0.20]],
  "mulliken_charge": [-0.930, 0.563, 0.335, 0.363, 0.363, -0.168, 0.474, -0.044, 1.201, -1.341, -1.214, 0.442, 0.424, 0.382, 0.222, 0.325, 0.360, -0.978, 0.449, 0.348, 0.406, 1.244, -1.330, -0.990, 0.374, 0.438, 0.317, -1.117, 0.222, 0.425, 0.444, 0.410, 0.353, 0.306, 0.112, -0.249, -0.727, 0.640, -0.178, -0.736, -0.191, -0.943, -0.054, 0.426, 0.454, 0.458, 0.439, 0.468]
}


Entry 2:
{
  "formula": "C14H26N2O8",
  "method": "ωB97M-V/def2-TZVPD",
  "gap_ha": 0.338,
  "lumo_ev": 0.662,
  "smiles": "O[C@@H]1[C@@H](O)[C@H](N2CCN([C@H]3OC[C@@H](O)[C@H](O)[C@H]3O)CC2)OC[C@H]1O",
  "species": ["O", "C", "C", "O", "C", "N", "C", "C", "N", "C", "O", "C", "C", "O", "C", "O", "C", "O", "C", "C", "O", "C", "C", "O", "H", "H", "H", "H", "H", "H", "H", "H", "H", "H", "H", "H", "H", "H", "H", "H", "H", "H", "H", "H", "H", "H", "H", "H", "H", "H"],
  "positions_angstrom": [[0.14524, -0.40675, 5.37303], [0.68711, -1.18908, 4.30056], [0.14700, -0.58680, 3.03901], [0.97398, 0.51506, 2.73130], [0.25934, -1.62778, 1.93184], [-0.31303, -1.09742, 0.66032], [0.07920, -1.91026, -0.52394], [-0.47761, -1.37585, -1.82818], [-0.96088, 0.06722, -1.76327], [-0.66052, 1.00386, -2.90016], [-1.43365, 2.16543, -2.74736], [-1.01651, 3.24653, -3.63151], [0.41019, 3.65417, -3.53627], [0.67729, 4.33876, -2.34516], [1.35445, 2.41311, -3.65990], [1.35912, 1.81678, -4.99563], [0.83950, 1.29329, -2.66925], [1.11598, 1.60131, -1.29814], [-2.04664, 0.20321, -0.72868], [-1.67799, -0.58223, 0.60013], [-0.36867, -2.87244, 2.20256], [0.37074, -3.42942, 3.31382], [0.23531, -2.59896, 4.54187], [0.95178, -3.22354, 5.59240], [0.67730, 0.39280, 5.52747], [1.78795, -1.25589, 4.20836], [-0.90605, -0.37013, 3.19405], [0.88649, 0.74607, 1.82807], [1.28748, -1.94545, 1.76204], [1.20768, -2.06813, -0.60930], [-0.48472, -2.78548, -0.36999], [-1.35764, -2.05503, -2.15893], [0.34670, -1.40678, -2.65650], [-0.83997, 0.68334, -3.94474], [-1.26438, 3.17071, -4.76749], [-1.52412, 4.17536, -3.31897], [0.62055, 4.23906, -4.39302], [0.56055, 3.60640, -1.67929], [2.35856, 2.74114, -3.41721], [1.84202, 2.40968, -5.55894], [1.37720, 0.42422, -2.86686], [0.44658, 1.11979, -0.83945], [-2.20328, 1.24829, -0.43158], [-2.97268, -0.21875, -1.08368], [-2.44608, -1.39675, 0.76662], [-1.65605, 0.11245, 1.40504], [1.42930, -3.44289, 3.06902], [0.10880, -4.43142, 3.57309], [-0.82614, -2.58705, 4.82705], [0.89320, -2.52377, 6.27575]],
  "forces_ev_per_angstrom": [[1.13, 0.12, 0.72], [-0.24, 0.36, 0.35], [0.70, -1.26, -0.93], [-0.13, -0.06, 1.73], [-1.58, 0.25, -2.66], [2.25, 0.32, -0.56], [0.48, 0.98, 0.92], [-0.61, 1.54, -2.85], [-0.30, -1.19, 0.77], [0.35, -0.23, 1.18], [0.18, 1.23, -0.40], [-1.38, 0.68, -1.25], [1.10, -2.13, 0.08], [-0.06, -1.10, 0.91], [-0.86, -0.58, 0.32], [-0.66, 0.07, 1.60], [0.16, 1.78, -0.70], [0.75, 1.70, -1.46], [1.48, -0.11, -0.28], [0.20, -1.16, -0.42], [0.12, -0.48, 1.83], [0.24, 0.32, -0.65], [-1.37, -0.18, 0.26], [0.03, 1.16, 0.40], [-0.21, -0.43, -0.27], [-0.23, 0.57, 0.45], [-0.13, 0.43, 0.08], [-0.30, 0.25, -1.59], [0.50, 0.88, -0.32], [-1.58, 0.17, 0.54], [0.20, -2.04, 0.00], [1.32, 1.06, 0.27], [-1.65, -0.14, 1.41], [0.16, -0.79, 0.50], [0.07, -0.87, 1.87], [-0.42, -0.75, 0.16], [0.21, 1.22, -0.70], [0.39, 1.17, -0.23], [0.23, -0.10, 0.30], [0.33, 0.37, -0.43], [0.94, -1.64, -0.82], [-1.11, -1.01, 0.83], [0.10, -0.22, -0.55], [-0.54, -0.03, -0.27], [0.62, 0.77, -0.03], [-0.92, 0.58, 0.69], [0.43, -0.16, -0.32], [-0.66, -0.71, -0.37], [-0.05, 0.17, -0.14], [0.31, -0.81, 0.02]],
  "mulliken_charge": [-0.570, -0.317, 0.102, -0.585, -0.480, 0.490, -0.806, -0.724, 0.291, -0.160, -0.384, -0.589, -0.311, -0.619, -0.347, -0.567, -0.157, -0.764, -0.876, -0.550, -0.517, -0.981, 0.336, -0.600, 0.386, 0.283, 0.284, 0.359, 0.621, 0.323, 0.423, 0.303, 0.240, 0.375, 0.263, 0.298, 0.547, 0.508, 0.463, 0.359, 0.658, 0.274, 0.375, 0.418, 0.145, 0.305, 0.425, 0.417, 0.253, 0.381]
}


How do the records compare in relative energy (zero: lowest compared OMol25 entry of this formula, charge and spin)? In the order shown, they have 2.82 121.53 kcal/mol.